This record from OMol25 describes 11 unconnected molecules or ions with the total composition CH20O16P in a non-equilibrium geometry. The level of theory is ωB97M-V/def2-TZVPD.

## Properties
orbital gap = 3.832 eV
charge = -3
energy = -43410.55515 eV
E_LUMO = 6.3 eV
energy above the lowest of the compared OMol25 structures with the same formula, charge and spin = 0.00 kJ/mol
highest occupied orbital energy = 2.48 eV

Element x y z (Å)
H 22.55086 -2.38271 16.79123
H 20.06013 -1.24001 14.99905
O 25.35994 -1.41357 16.90450
O 19.91180 -1.71062 15.82818
H 23.48223 -5.76604 12.98647
H 24.04612 -4.98094 14.17600
O 25.85836 -5.11259 18.28307
H 26.10348 -2.24644 15.59074
H 23.46034 -2.41532 14.08966
H 24.95998 -5.45777 17.94969
H 19.24580 -2.37618 15.62692
O 24.87241 -2.85956 18.86302
H 25.88623 -4.06597 18.32371
C 22.66212 -5.93012 16.60339
O 23.29333 -2.78697 16.28245
H 20.85093 -1.36097 17.37480
H 24.82262 -0.12664 16.01126
H 26.66330 -3.61464 15.13723
O 23.32381 -1.55117 13.66056
O 22.96239 -6.49841 17.71856
O 21.09164 -4.31775 13.86053
H 21.49705 -4.80262 14.63238
O 27.22105 -2.61283 18.26456
H 23.61527 -1.68436 12.75470
O 24.28354 0.44080 15.36394
H 21.77281 -0.79010 18.47501
P 25.85991 -1.83736 18.31167
O 24.16165 -5.12325 13.19924
O 21.61016 -1.57603 17.94431
H 26.10961 -5.48107 19.12877
H 24.22943 -2.34046 16.49977
O 26.30583 -2.79684 14.77871
H 24.03489 -0.19967 14.67130
H 23.26060 -3.80057 16.29390
O 23.67541 -5.43833 15.90718
H 20.26279 -3.99501 14.21569
O 25.94969 -0.59763 19.18755
O 21.44161 -5.61066 16.29887


This record from OMol25 describes 8 unconnected molecules or ions with the total composition CH20O8 in a non-equilibrium geometry. The level of theory is ωB97M-V/def2-TZVPD.

## Properties
orbital gap = 3.251 eV
charge = +2
energy = -17714.82850 eV
E_LUMO = -7.9 eV
energy above the lowest of the compared OMol25 structures with the same formula, charge and spin = 628.88 kJ/mol
highest occupied orbital energy = -11.14 eV

Element x y z (Å)
O 0.59665 -4.60321 2.66771
H 1.04177 -4.48332 3.50979
O 3.02409 3.72535 -4.95926
H -0.87056 -1.02858 -1.23612
H -4.41312 -3.66310 -3.18254
H 0.42791 0.06127 -1.92860
O -5.24614 -4.12052 -3.06824
H -4.78068 2.84839 2.02205
H 2.11772 1.00356 3.52410
H 5.97863 -0.23861 0.57787
O 2.54367 1.34489 4.31382
H -4.73575 3.70689 -1.90722
O -4.29847 2.64199 2.82274
H 3.48885 1.32996 4.14644
H 2.34774 0.76861 5.05619
H -3.39400 2.52105 2.53375
O 0.46372 -0.41692 0.07300
O -5.51250 3.63006 -1.35314
H 2.26943 3.23635 -5.28727
H 1.26438 -4.93774 2.06454
H 5.95957 -1.23538 -0.58262
H -6.21006 3.36600 -1.95307
H -5.08727 -4.73246 -2.34955
H 4.63507 -0.59624 -0.02519
H 0.25729 -3.76130 2.35524
C -0.23642 -0.15389 -1.09165
H 3.72462 3.53182 -5.58217
O 5.55071 -0.42888 -0.26015
H -0.90686 0.68399 -0.90045


This record from OMol25 describes a molecular structure, CH21LiO10 in a non-equilibrium geometry. The level of theory is ωB97M-V/def2-TZVPD.

## Properties
orbital gap = 7.947 eV
energy = -22055.02514 eV
E_LUMO = -1.5 eV
energy above the lowest of the compared OMol25 structures with the same formula, charge and spin = 148.90 kJ/mol
highest occupied orbital energy = -9.46 eV

Element x y z (Å)
O -1.50568 1.75125 2.02177
O 3.04157 -2.25672 0.36420
H -3.18568 -0.44781 -2.04709
O -0.26425 0.87584 -3.34247
H -1.18464 -2.10133 -1.55689
H 3.76097 -1.72276 0.13794
H 0.61467 -0.30376 4.12111
O 0.54250 -0.11650 1.25349
H 1.29578 0.78659 -0.27672
H -2.44069 -2.96763 -2.13894
H 0.42954 0.55405 -3.95296
H 0.66704 -0.79934 -0.54961
O -1.79719 2.78461 -0.49721
O -3.03532 0.64843 -2.33569
O -1.85109 -2.16796 -2.24461
O -1.37239 -2.02934 0.29902
H -1.53220 1.97372 1.10613
H -0.79251 -1.30879 0.46482
H 4.17506 1.50383 1.21116
O 0.28588 -1.18177 3.82002
H 0.15833 0.49479 -2.46655
H -0.90826 2.71287 -0.72988
H -0.33103 0.41678 -0.45032
Li 1.78722 1.36447 1.76078
H 4.29708 0.06747 1.84998
H -2.27545 -1.72668 0.73055
H 0.38535 -1.12127 2.80423
C 0.48896 0.18838 -0.10436
H -2.32812 1.00412 -1.84234
H 2.35591 -1.55313 0.53882
H -0.84874 1.15839 2.00207
O 3.64851 0.70899 1.44290
H -2.28116 2.81021 -1.39336


This record from OMol25 describes a molecular structure, CH21O10Pd in a non-equilibrium geometry. The level of theory is ωB97M-V/def2-TZVPD.

## Properties
orbital gap (alpha / beta) = 7.807 / 5.148 eV
charge = +1
energy = -25322.27336 eV
multiplicity = 3
E_LUMO (alpha / beta) = -5.2 / -7.8 eV
energy above the lowest of the compared OMol25 structures with the same formula, charge and spin = 0.00 kJ/mol
highest occupied orbital energy (alpha / beta) = -12.99 / -12.99 eV

Element x y z (Å)
O -0.24547 1.89999 -3.52696
O -2.58198 1.94170 -1.84132
H -0.95941 -0.71118 -1.51420
H -0.68588 0.24231 2.70402
H -0.69924 -2.92301 -0.34393
O -1.72438 -2.29899 2.36698
H 0.36884 2.57622 -3.84915
H -2.62039 2.87478 -2.10062
H 0.33415 -1.03910 -0.33903
O -0.44784 -3.83764 -0.48895
O -1.21138 0.07373 0.39547
H -1.85210 1.56129 -2.37785
H 2.77699 0.05213 1.24453
H 0.96377 1.40426 2.25158
O 3.27353 -0.75973 1.41901
H -0.02529 3.31644 -1.59341
H 3.00771 -1.02500 2.30892
H -0.28083 -0.49319 3.96401
O 0.03108 3.68771 -0.70595
Pd -2.99715 1.32990 0.23211
H -1.28103 -4.31723 -0.58936
H 0.19774 0.58004 -0.93957
O 2.52660 -3.39582 -0.45538
H -0.07261 1.13546 -4.09719
O -0.04387 0.27538 3.42618
H -1.63455 -1.59619 1.71302
H 1.13519 1.80599 0.75698
H 1.56403 -3.40075 -0.55556
H -0.84755 -2.70518 2.43661
H 0.20980 4.62806 -0.84446
C -0.41265 -0.29781 -0.66066
H 2.75530 -2.55007 -0.03237
O 1.47885 1.96550 1.63653


This record from OMol25 describes a molecular structure, CH22F3LiO18PSZr in a non-equilibrium geometry. The level of theory is ωB97M-V/def2-TZVPD.

## Properties
orbital gap = 7.860 eV
charge = +1
energy = -68012.05471 eV
E_LUMO = -4.6 eV
energy above the lowest of the compared OMol25 structures with the same formula, charge and spin = 276.52 kJ/mol
highest occupied orbital energy = -12.46 eV

Element x y z (Å)
F -8.59666 -15.11336 5.00594
H -14.11255 -14.29128 10.57206
O -13.58690 -14.26911 7.61582
H -15.92497 -16.08174 6.02901
O -15.37951 -13.40026 9.43179
O -16.68617 -15.46528 8.82084
O -10.92452 -11.92875 6.83082
H -10.20546 -12.08042 6.21750
F -7.63051 -15.77083 6.77078
H -13.07033 -15.27780 4.33667
H -16.31617 -16.17964 9.33950
O -13.56989 -14.80515 5.00246
O -11.38665 -14.49689 6.35618
P -14.53623 -13.22020 8.15427
O -10.53758 -15.67250 8.39619
O -13.36341 -12.25190 8.07422
F -8.46130 -13.71945 6.58650
O -13.46429 -14.39008 11.26936
O -14.96067 -12.88059 6.78634
H -13.01647 -15.21128 11.06613
O -10.76343 -16.83353 6.24378
H -16.25455 -14.67845 9.15375
O -17.65514 -12.14876 6.55719
H -15.72005 -12.14842 4.43823
O -13.32991 -16.54586 8.62778
O -16.15756 -15.50664 5.30004
H -18.23859 -12.90536 6.61538
Li -16.17553 -12.33412 10.85725
H -14.81625 -12.45383 3.26274
O -13.21421 -10.80219 5.69484
H -13.56768 -15.71440 8.21744
H -10.49995 -11.59201 7.61986
H -14.03432 -12.05668 11.19207
Zr -13.02353 -12.92268 6.11726
O -14.54928 -11.56945 11.83524
H -14.33639 -15.35552 5.16308
C -8.67600 -15.04910 6.33252
H -12.57376 -16.33550 9.17570
H -16.80716 -14.90626 5.66583
H -12.83241 -10.34619 4.94483
O -14.82719 -12.41492 4.21909
O -12.40068 -10.63763 10.01324
H -13.99855 -10.82159 12.06682
H -12.07795 -9.95963 9.41961
S -10.53666 -15.56140 6.91272
H -16.82552 -12.45686 6.92194
H -12.81419 -11.28230 9.43910
H -13.67398 -10.11883 6.18256


This record from OMol25 describes a molecular structure, CH24F3LiO19PSZr in a non-equilibrium geometry. The level of theory is ωB97M-V/def2-TZVPD.

## Properties
orbital gap = 9.091 eV
charge = +1
energy = -70094.33884 eV
E_LUMO = -4.3 eV
highest occupied orbital energy = -13.40 eV

Element x y z (Å)
H -2.04564 3.86005 0.09725
H 2.31593 -2.96179 -0.94592
H 2.51732 0.84464 3.27124
O -2.91382 -3.03722 0.57056
H 2.78983 1.13957 -0.28443
H -1.33825 -1.85962 2.81772
O 2.64172 0.38540 -0.87935
O -0.15351 -3.11121 -1.86112
O 0.98515 -0.30883 0.94494
H -0.67879 -0.93169 5.06631
S 0.96943 2.75128 -2.73239
F 1.12579 3.75788 -5.10872
O 1.80703 -2.97325 2.08578
O 1.95031 -2.19414 -0.49290
O -1.04017 -0.60377 -2.69917
H -2.20677 -3.05122 2.42323
O -1.30845 0.07680 2.30840
H -0.60594 -3.60610 -1.16873
O -0.90832 -1.36264 0.07316
O -2.46354 1.96916 -2.21718
P -0.54468 -0.18539 1.06574
O -0.73216 0.73869 -0.21301
H -1.11300 2.63341 0.07686
C 1.22031 2.57339 -4.55738
O -1.61630 -2.72386 3.12256
O -0.22288 2.52343 2.87094
H -2.58268 -3.92423 0.39842
H 2.09692 -2.37155 0.46944
H -0.60262 3.01807 2.12428
O 2.17794 3.25572 -2.20424
H -2.34124 1.66648 -1.31232
H -2.16693 -2.41970 0.38321
H -1.47081 0.24659 -2.96278
H 1.34296 -2.13922 2.23319
H -0.65829 1.66398 2.87598
H -0.62311 0.12414 3.95340
O 2.95421 0.22295 2.67793
Li -3.10079 0.17308 2.80331
O -0.18078 3.60250 -2.64450
O 0.62284 1.36329 -2.29512
O -0.56034 0.01259 4.91063
H -1.48663 -1.30703 -3.18528
F 2.40689 2.00894 -4.80565
Zr 0.59724 -0.52121 -1.18527
H 2.27717 -0.02786 2.03058
H 1.79730 -3.40436 2.94672
H 0.22355 -3.77836 -2.44762
H -1.76588 2.64164 -2.34990
F 0.28447 1.75337 -5.06813
O -1.16038 3.56527 0.33649
H 3.48839 0.23193 -1.31716